Version w
Entry from the Open Molecules 2025 dataset: 2 unconnected molecules or ions with the total composition C5H13NS (wB97M-V/def2-TZVPD).

* LUMO energy: -0.8 eV
* HOMO-LUMO gap: 7.973 eV

Each line ends with the Löwdin charge.
CARTESIAN COORDINATES (ANGSTROEM)
C -0.46115 0.77523 -1.07906  -0.231
C -1.06674 1.22013 0.27042  -0.321
C -1.70969 0.11139 1.19525  -0.697
S -2.63307 -1.15706 0.33076  0.637
C 0.51974 -0.38833 -0.85063  -0.287
N 1.59994 -0.07358 0.06635  -0.129
C 2.42805 -1.23039 0.40176  -0.138
H 0.01121 1.57422 -1.66461  0.109
H -1.29291 0.36930 -1.67595  0.067
H -1.81835 1.99477 0.02322  0.088
H -0.37055 1.73239 0.95405  0.103
H -0.88611 -0.33591 1.77535  0.065
H -2.27209 0.73275 1.90669  0.065
H -3.08466 0.55717 -0.56014  0.164
H -0.06886 -1.23255 -0.48230  0.067
H 0.95887 -0.65251 -1.83039  0.116
H 2.19037 0.60247 -0.38243  0.099
H 1.80992 -2.10312 0.68189  0.083
H 3.02056 -0.93825 1.28313  0.075
H 3.12551 -1.55813 -0.36335  0.065

---

Version x
Entry from the Open Molecules 2025 dataset: a single C5H13NS molecule (wB97M-V/def2-TZVPD).

* LUMO energy: 0.9 eV
* structure (SMILES): CNCCCCS
* HOMO-LUMO gap: 9.695 eV

Each line ends with the Löwdin charge.
CARTESIAN COORDINATES (ANGSTROEM)
C -0.64819 -1.40119 -0.87179  -0.205
C 0.93893 -1.01282 -0.93688  -0.265
C 1.31840 0.38276 -0.43469  -0.621
S 2.30900 0.75151 1.07542  0.665
C -1.53436 -1.01161 0.37441  -0.255
N -2.63572 -0.04978 0.29796  -0.092
C -2.14772 1.26176 -0.42341  -0.120
H -1.26023 -1.32971 -1.73070  0.069
H -0.31823 -2.52369 -0.89634  0.114
H 1.38676 -1.76501 -0.14430  0.123
H 1.26718 -1.33105 -1.96916  0.113
H 0.49167 1.17831 -0.65475  0.069
H 1.99040 0.68451 -1.34415  0.080
H 2.16952 2.04366 1.28126  -0.182
H -0.63508 -0.74166 1.06166  0.129
H -1.94219 -1.93907 0.74550  0.095
H -3.46098 -0.28997 -0.21773  0.076
H -1.37512 1.20957 -1.28365  0.069
H -2.73997 2.09879 -0.85215  0.065
H -1.63009 1.71633 0.46624  0.075

---

Version y
Entry from the Open Molecules 2025 dataset: a single C5H13NS molecule (wB97M-V/def2-TZVPD).

* LUMO energy: 0.9 eV
* structure (SMILES): CN[C@@H](C)CCS
* HOMO-LUMO gap: 9.080 eV

Each line ends with the Löwdin charge.
CARTESIAN COORDINATES (ANGSTROEM)
C -1.03861 2.23274 1.35006  -0.059
N -0.80158 0.65674 1.32307  -0.097
C -0.28466 0.35947 0.01101  -0.507
C -0.73812 -1.04426 -0.35965  -0.204
C 0.34865 -1.84826 -1.15494  -0.585
S 1.40136 -3.08897 -0.30439  0.679
C 1.16964 0.63086 -0.11500  -0.078
H -0.00173 2.57170 1.06413  0.066
H -1.85166 2.51304 0.63182  0.073
H -1.29374 2.51641 2.43313  0.086
H -1.06669 -0.21376 1.79873  0.103
H -0.73729 1.18720 -0.69927  0.151
H -1.00957 -1.85508 0.38064  0.111
H -1.67366 -0.95015 -0.94737  0.116
H -0.19962 -2.41470 -1.76372  -0.011
H 0.77834 -1.12763 -1.88853  0.092
H 2.56021 -2.50729 -0.79552  -0.121
H 1.30970 1.60190 0.11516  0.016
H 1.78062 -0.16460 0.14891  0.046
H 1.34841 0.94464 -1.22827  0.123

---

Version z
Entry from the Open Molecules 2025 dataset: a single C5H13NS molecule (wB97M-V/def2-TZVPD).

* LUMO energy: 0.9 eV
* structure (SMILES): CCN[C@H](C)CS
* HOMO-LUMO gap: 9.135 eV

Each line ends with the Löwdin charge.
CARTESIAN COORDINATES (ANGSTROEM)
C -1.53231 -1.90872 -0.03358  -0.263
N -0.25347 -1.47908 0.50921  -0.085
C 0.52355 -0.45558 -0.18886  -0.491
C 0.50665 0.81448 0.67584  -0.547
S 0.92404 2.28319 -0.29427  0.711
C 1.90225 -0.89663 -0.60915  -0.061
C -2.64774 -0.82696 -0.00979  -0.073
H -1.84007 -2.76159 0.56382  0.106
H -1.31739 -2.19640 -1.04079  0.091
H 0.04516 -1.96070 1.33735  0.111
H -0.13690 -0.29774 -1.04941  0.131
H 1.25964 0.65444 1.46374  0.081
H -0.38495 0.85214 1.29267  0.061
H 1.34434 3.08768 0.68984  -0.154
H 1.87365 -1.70609 -1.31975  0.078
H 2.40495 -1.23560 0.25622  0.064
H 2.42168 -0.01512 -0.98641  0.060
H -3.44800 -1.21747 0.60936  0.062
H -3.01607 -0.61833 -1.01124  0.064
H -2.22209 0.11473 0.32369  0.053

---

Most stable one: version z, least stable one: version x.

---

Version w
Entry from the Open Molecules 2025 dataset: a single C5H13NS molecule (wB97M-V/def2-TZVPD).

* LUMO energy: 1.0 eV
* structure (SMILES): CN(C)CCCS
* HOMO-LUMO gap: 9.436 eV

Each line ends with the Löwdin charge.
CARTESIAN COORDINATES (ANGSTROEM)
C 0.99425 -0.30136 1.25016  -0.277
C 0.18997 -1.53775 1.67031  -0.494
S -1.50907 -1.04217 2.36293  0.643
C 1.06764 0.06750 -0.25095  -0.197
N -0.24075 0.62626 -0.68251  -0.274
C -1.02655 -0.39904 -1.31843  -0.123
C -0.15495 1.92453 -1.36082  -0.079
H 0.70121 0.61323 1.77479  0.098
H 1.98598 -0.44874 1.70299  0.102
H 0.72800 -2.10422 2.41680  0.056
H -0.06451 -2.15830 0.81584  0.043
H -1.53563 -0.00636 1.51268  -0.169
H 1.84304 0.83339 -0.20630  0.106
H 1.34894 -0.81995 -0.82036  0.113
H -1.31410 -1.14404 -0.58782  0.047
H -0.57004 -0.96009 -2.13867  0.084
H -1.94704 0.07544 -1.68264  0.092
H -0.49579 1.84339 -2.39739  0.079
H 0.84077 2.33560 -1.21780  0.072
H -0.84137 2.60268 -0.84281  0.077

---

Version x
Entry from the Open Molecules 2025 dataset: a single C5H13NS molecule (wB97M-V/def2-TZVPD).

* LUMO energy: 0.9 eV
* structure (SMILES): CNCCCCS
* HOMO-LUMO gap: 9.763 eV

Each line ends with the Löwdin charge.
CARTESIAN COORDINATES (ANGSTROEM)
C -0.69384 -0.34088 -0.33493  -0.241
C 0.37628 0.38590 -1.13608  -0.303
C 0.23906 0.36097 -2.63475  -0.536
S -1.38671 1.00959 -3.21631  0.689
C -0.38093 -0.74913 1.08096  -0.272
N -0.11950 0.38565 1.97081  -0.123
C 0.77345 0.02857 3.08659  -0.131
H -1.57654 0.29356 -0.30059  0.097
H -1.14688 -1.15723 -0.90366  0.114
H 0.56693 1.39852 -0.76211  0.109
H 1.30732 -0.07344 -0.84000  0.106
H 0.37002 -0.61512 -3.08872  0.072
H 0.95765 1.05160 -3.07491  0.058
H -1.76708 -0.08376 -3.88503  -0.159
H 0.50199 -1.41073 1.08410  0.111
H -1.22238 -1.32531 1.45278  0.111
H 0.32517 1.10351 1.41103  0.081
H 1.82891 -0.07493 2.80284  0.076
H 0.57761 0.76750 3.86099  0.072
H 0.46947 -0.95484 3.42701  0.069

---

Most stable one: version x, least stable one: version w.

---

Version w
Entry from the Open Molecules 2025 dataset: a gas-phase ion, C5H16N3 (charge +1) (wB97M-V/def2-TZVPD).

* net charge: +1
* LUMO energy: -3.9 eV
* structure (SMILES): NCNCCCC[NH3+]
* HOMO-LUMO gap: 7.883 eV

Each line ends with the Löwdin charge.
CARTESIAN COORDINATES (ANGSTROEM)
C 1.64247 0.45277 -2.28262  -0.151
C 1.13514 -0.58248 -1.27018  -0.172
C -0.39614 -0.72121 -1.20930  -0.186
C -0.95681 -0.94006 0.19174  -0.262
N -1.19529 0.31327 0.86356  -0.068
C -1.64767 0.25454 2.25004  -0.302
N -1.23024 -0.83910 3.10309  0.008
N 2.14904 1.68222 -1.61306  0.203
H 0.85067 0.68991 -2.99030  0.133
H 2.41438 0.04056 -2.93890  0.139
H 1.50345 -0.29915 -0.27435  0.117
H 1.53699 -1.54474 -1.50161  0.113
H -0.84155 0.18094 -1.62224  0.107
H -0.75248 -1.48569 -1.90461  0.124
H -0.21028 -1.58082 0.68422  0.112
H -1.86465 -1.50192 0.11550  0.119
H -0.39426 0.91727 0.72641  0.082
H -2.73796 0.23182 2.29166  0.113
H -1.35814 1.18654 2.73670  0.116
H -1.36287 -1.74928 2.68096  0.059
H -0.26687 -0.83140 3.41857  0.067
H 1.47360 2.01038 -0.92347  0.168
H 3.02441 1.49612 -1.12085  0.181
H 2.27642 2.41609 -2.31218  0.180

---

Version x
Entry from the Open Molecules 2025 dataset: a gas-phase ion, C5H16N3 (charge +1) (wB97M-V/def2-TZVPD).

* net charge: +1
* LUMO energy: -3.5 eV
* structure (SMILES): C[C@@H](CN)NCC[NH3+]
* HOMO-LUMO gap: 8.972 eV

Each line ends with the Löwdin charge.
CARTESIAN COORDINATES (ANGSTROEM)
N -0.07991 1.90084 -1.59920  0.196
C -1.06687 0.78155 -2.03138  -0.110
C -1.34288 -0.38181 -1.08419  -0.152
N 0.03410 -0.76644 -0.63281  -0.061
C 0.28033 -1.01463 0.83271  -0.372
C 1.40978 -2.02691 0.82497  -0.062
C 0.70507 0.27197 1.59649  -0.255
N -0.32203 0.78443 2.48419  -0.010
H 0.85510 1.49325 -1.64149  0.155
H -0.16397 2.14637 -0.60385  0.149
H -0.30447 2.71804 -2.15775  0.166
H -0.45691 0.34441 -2.81860  0.128
H -2.00331 1.25245 -2.31972  0.128
H -1.80628 -1.24425 -1.58779  0.139
H -1.82402 -0.10311 -0.13552  0.119
H 0.33537 -1.63566 -1.04520  0.090
H -0.60225 -1.32210 1.43260  0.147
H 1.64787 -2.31554 1.82604  0.083
H 1.19821 -2.89136 0.20203  0.078
H 2.25346 -1.59456 0.22893  0.108
H 1.52914 -0.00096 2.27581  0.123
H 1.00019 1.04971 0.88352  0.082
H 0.00451 1.65632 2.88185  0.074
H -1.28022 0.89798 2.18837  0.058

---

Version y
Entry from the Open Molecules 2025 dataset: 2 unconnected molecules or ions with the total composition C5H16N3 (wB97M-V/def2-TZVPD).

* net charge: +1
* LUMO energy: -2.9 eV
* HOMO-LUMO gap: 11.564 eV

Each line ends with the Löwdin charge.
CARTESIAN COORDINATES (ANGSTROEM)
C 2.10594 -2.37697 0.98982  -0.028
C 1.97736 -0.05859 0.16603  -0.433
N 2.44564 -0.96628 1.01611  0.050
N 2.21325 1.22481 0.42657  0.210
N 1.28370 -0.37196 -0.92316  0.226
H 3.22357 -0.72186 1.60787  0.163
H 2.58352 1.52951 1.31078  0.134
H 2.00000 1.98012 -0.20813  0.137
H 0.87428 -1.27814 -1.08129  0.122
H 0.67958 0.34753 -1.29816  0.082
H 1.89395 -2.75534 1.97903  0.098
H 2.88692 -2.96012 0.50677  0.103
H 1.18908 -2.54621 0.42431  0.085
C -2.43880 0.21940 -0.36734  -0.317
C -1.75846 0.74084 -1.61973  -0.131
C -2.73451 1.30399 0.65626  -0.114
H -1.76777 -0.50021 0.12205  0.087
H -3.33728 -0.34867 -0.59828  0.107
H -0.82554 1.20551 -1.31453  0.036
H -1.70809 0.06685 -2.47097  0.080
H -3.17761 0.84653 1.53415  0.073
H -2.29474 1.56856 -2.09877  0.087
H -3.48850 2.00831 0.31840  0.077
H -1.82549 1.84239 0.92222  0.068

---

Version z
Entry from the Open Molecules 2025 dataset: a gas-phase ion, C5H16N3 (charge +1) (wB97M-V/def2-TZVPD).

* net charge: +1
* LUMO energy: -2.8 eV
* structure (SMILES): CNC[C@@H]([NH3+])CCN
* HOMO-LUMO gap: 10.589 eV

Each line ends with the Löwdin charge.
CARTESIAN COORDINATES (ANGSTROEM)
N -0.56736 0.89102 1.40455  0.227
C 0.52797 0.99465 0.29917  -0.249
C 1.75154 0.30774 0.89072  -0.143
C 1.75939 -1.15717 0.36406  -0.260
N 0.45105 -1.79905 0.64505  0.002
C 0.01012 0.66592 -1.13130  -0.196
N -1.41291 0.92675 -1.14472  -0.124
C -2.41512 -0.23195 -1.36269  -0.044
H -0.29247 0.19474 2.08709  0.136
H -0.49261 1.81630 1.82256  0.167
H -1.43410 0.69292 0.89563  0.126
H 0.76862 2.07235 0.17119  0.148
H 2.76181 0.69827 0.69551  0.128
H 1.82424 0.25299 1.99276  0.121
H 2.06641 -1.28179 -0.67224  0.109
H 2.53822 -1.71764 0.91090  0.116
H 0.54818 -2.28442 1.53881  0.083
H 0.28084 -2.62406 0.07558  0.083
H 0.44256 -0.17440 -1.65633  0.112
H 0.49355 1.51475 -1.66282  0.134
H -1.62942 1.54070 -1.92172  0.108
H -3.00533 -0.03667 -2.23615  0.070
H -1.88559 -1.15481 -1.50839  0.068
H -3.08959 -0.10714 -0.49723  0.079

---

Most stable one: version y, least stable one: version x.

---

Version w
Entry from the Open Molecules 2025 dataset: a molecular structure, CH2INO3S (wB97M-V/def2-TZVPD).

* LUMO energy (spin up / spin down): -1.2 / -1.9 eV
* HOMO-LUMO gap (spin up / spin down): 8.166 / 7.581 eV

Each line ends with the Löwdin charge.
CARTESIAN COORDINATES (ANGSTROEM)
C -1.09296 0.49226 -0.40909  -0.757
N 0.94860 -0.16375 2.23193  0.064
O 1.61045 -1.05594 2.48384  0.063
O 0.60882 -1.39978 -0.52102  -0.462
O 1.51146 0.75976 -1.22486  -0.406
S 0.70335 -0.01101 -0.25520  0.553
I -1.55095 -0.26661 -2.32658  0.868
H -1.19908 1.66069 -0.40571  0.072
H -1.53968 -0.01562 0.42669  0.005

---

Version x
Entry from the Open Molecules 2025 dataset: a molecular structure, CH2INO3S (wB97M-V/def2-TZVPD).

* LUMO energy (spin up / spin down): -0.7 / -1.6 eV
* HOMO-LUMO gap (spin up / spin down): 8.144 / 7.711 eV

Each line ends with the Löwdin charge.
CARTESIAN COORDINATES (ANGSTROEM)
C -0.94473 0.80024 0.48723  -0.706
N 2.48336 0.29400 -0.21550  0.061
O 3.10961 -0.32509 -0.96835  0.022
O -0.21300 -1.77943 0.94745  -0.374
O -0.04342 -1.07581 -1.44932  -0.411
S 0.05038 -0.76469 -0.05122  0.620
I -2.72510 0.84715 -0.66615  0.810
H -0.55799 1.72859 0.46178  -0.044
H -1.15910 0.27504 1.45407  0.024

---

Most stable one: version w, least stable one: version x.

---

Version w
Entry from the Open Molecules 2025 dataset: a single C3H7OP molecule (wB97M-V/def2-TZVPD).

* LUMO energy: 1.0 eV
* structure (SMILES): CCC(=O)P
* HOMO-LUMO gap: 9.744 eV

Each line ends with the Löwdin charge.
CARTESIAN COORDINATES (ANGSTROEM)
C -0.73326 0.45282 0.08536  -0.589
C 1.46692 -0.82097 0.79060  -0.151
C 0.59522 -0.56616 -0.41434  -0.183
O -1.00968 0.76431 1.20300  -0.016
P -2.04139 0.96073 -1.24531  0.794
H 2.24625 -0.06737 1.00456  0.082
H 2.05455 -1.72862 0.68996  0.064
H 0.90217 -1.03086 1.68883  0.067
H -0.02005 -1.44451 -0.57637  0.080
H 1.07431 -0.22666 -1.36396  0.104
H -2.99173 1.50220 -0.31596  -0.103
H -1.54332 2.20508 -1.54637  -0.151

---

Version x
Entry from the Open Molecules 2025 dataset: 2 unconnected molecules or ions with the total composition C3H7OP (wB97M-V/def2-TZVPD).

* LUMO energy: 1.1 eV
* structure (SMILES): C#C.CPO
* HOMO-LUMO gap: 10.063 eV

Each line ends with the Löwdin charge.
CARTESIAN COORDINATES (ANGSTROEM)
C -0.54470 -0.72229 2.58992  -0.028
C -1.56586 -0.52987 2.02638  -0.030
C 0.74132 -0.36330 -1.79354  -0.365
O 0.47242 1.27052 0.27352  -0.415
P -0.41984 0.89950 -1.07302  0.750
H 0.30129 -1.16884 3.16643  0.065
H 0.17266 0.74856 1.01155  -0.057
H -2.49003 -0.22830 1.45834  0.066
H 1.58456 -0.49203 -1.08714  0.021
H 0.27600 -1.41732 -2.16987  0.070
H 1.23809 0.18628 -2.66377  0.028
H 0.23410 1.81709 -1.73879  -0.104

---

Most stable one: version w, least stable one: version x.

---

Version w
Entry from the Open Molecules 2025 dataset: a molecular structure, C3H7OP (wB97M-V/def2-TZVPD).

* LUMO energy: -0.5 eV
* HOMO-LUMO gap: 8.220 eV

Each line ends with the Löwdin charge.
CARTESIAN COORDINATES (ANGSTROEM)
C 1.11635 1.10285 -1.35883  -0.176
C 0.20522 0.17081 -1.15081  -0.240
C -1.22234 -1.58890 0.87209  -0.215
O -2.59155 -0.04310 -0.80912  -0.389
P -1.24690 -0.13514 -0.23885  0.700
H 2.13392 1.11157 -1.91240  0.092
H 1.02637 1.97793 -0.67433  0.015
H 2.08967 1.49158 1.39397  0.065
H -0.23059 -1.82295 1.32202  0.057
H -2.07989 -1.36817 1.57787  0.069
H -1.40795 -2.46532 0.35080  0.009
H 2.20769 1.56884 0.62759  0.012

---

Version x
Entry from the Open Molecules 2025 dataset: 2 unconnected molecules or ions with the total composition C3H7OP (wB97M-V/def2-TZVPD).

* LUMO energy: 0.7 eV
* structure (SMILES): O=CP.C=C
* HOMO-LUMO gap: 10.134 eV

Each line ends with the Löwdin charge.
CARTESIAN COORDINATES (ANGSTROEM)
C 1.92143 -0.39510 -0.99651  -0.573
C -1.37947 0.46769 0.57282  -0.053
C -0.74061 0.94421 1.62138  -0.081
O 1.28666 -1.39299 -0.87748  -0.020
P 2.69282 0.49584 0.46598  0.811
H -2.14841 -0.20017 0.69738  0.020
H -0.96969 0.32911 -0.41808  0.047
H 2.10884 0.18632 -1.84117  0.033
H -1.04887 0.60926 2.56859  0.044
H 0.13734 1.49249 1.52669  -0.013
H 2.21356 1.77609 0.07240  -0.103
H 1.49150 0.13048 1.15737  -0.113

---

Most stable one: version x, least stable one: version w.